A structure of composition C5H18ClN6O5V in a non-equilibrium geometry, computed with ωB97M-V/def2-TZVPD.

Multiplicity   2
Kohn-Sham gap (alpha / beta)   4.5 / 4.9 eV
Energy relative to the best compared isomer or geometry (same formula, charge and spin)   21.35 kcal per mole
HOMO (alpha / beta)   -11.4 / -11.4 eV
E   -62859.933 eV
Total charge   +1
⟨S²⟩   0.78

Last column: Mulliken spin population.
Cartesian coordinates (Å):
V  -2.661  -1.323  2.264  1.261
Cl  -0.838  -0.121  0.946  -0.040
O  -3.666  -1.070  1.154  -0.231
O  -1.918  -3.202  1.547  0.009
O  -0.725  3.288  0.960  0.000
O  4.039  0.851  0.307  0.000
O  -1.350  1.185  -4.062  0.000
N  2.849  -1.066  0.456  0.000
N  5.171  -1.092  0.410  0.000
N  0.195  -3.784  1.101  0.000
N  0.368  2.603  -4.323  0.000
N  0.262  1.418  -2.373  0.000
N  -1.228  -5.326  2.056  0.000
C  -1.938  3.345  0.225  0.000
C  -1.014  -4.099  1.588  0.000
C  -0.319  1.663  -3.601  0.000
C  -3.154  3.231  1.166  0.002
C  4.013  -0.379  0.379  0.000
H  2.068  -0.429  0.450  0.000
H  -2.874  3.800  2.051  0.000
H  0.927  -4.446  1.284  0.000
H  -4.055  3.683  0.758  0.000
H  2.827  -2.011  0.784  0.000
H  -0.253  0.858  -1.721  0.000
H  5.937  -0.502  0.128  0.000
H  -0.527  -6.015  1.842  0.000
H  0.275  -2.825  0.791  0.000
H  -3.252  2.158  1.357  -0.002
H  -1.938  4.374  -0.144  0.000
H  -2.176  -5.580  2.277  0.000
H  -0.621  2.386  1.283  0.000
H  1.052  3.071  -3.753  0.000
H  5.229  -2.091  0.423  0.000
H  0.002  3.098  -5.111  0.000
H  -1.929  2.684  -0.645  0.000
H  1.224  1.666  -2.256  0.000


A structure of composition C26H32Br54NO2 in a non-equilibrium geometry, computed with ωB97M-V/def2-TZVPD.

Kohn-Sham gap   7.2 eV
HOMO   -10.7 eV
E   -3815347.917 eV
Total charge   +1

Last column: Mulliken charge in e.
Cartesian coordinates (Å):
Br  4.421  -3.884  -2.172  -0.026
Br  5.489  4.916  -8.065  0.025
Br  7.441  2.619  -1.179  0.072
Br  -4.210  -1.782  6.231  -0.021
Br  -4.242  -3.990  11.059  -0.001
Br  -4.453  -4.704  7.486  0.030
Br  0.854  2.525  0.834  -0.049
Br  4.736  0.427  3.352  0.128
Br  -8.572  0.199  -1.418  -0.006
Br  -4.032  -4.861  -2.636  0.016
Br  -1.600  -3.585  6.594  -0.012
Br  9.154  0.701  -4.246  -0.030
Br  -12.130  5.788  -1.342  0.013
Br  -0.524  2.328  -11.700  -0.005
Br  -12.289  -8.644  -0.179  0.008
Br  -2.116  -2.402  -1.934  0.051
Br  11.493  4.851  -8.692  0.021
Br  -0.649  5.513  -11.920  -0.002
Br  2.161  0.850  5.193  -0.049
Br  11.734  1.907  -2.801  -0.011
Br  7.685  -2.874  7.473  0.000
Br  -9.885  -2.610  1.267  0.110
Br  5.938  -1.375  9.683  -0.009
Br  13.372  3.411  1.638  -0.019
Br  9.016  5.702  -5.190  0.021
Br  10.638  4.250  0.220  0.020
Br  5.248  -4.385  8.871  -0.017
Br  -12.609  -0.978  1.609  0.007
Br  5.458  2.226  -9.781  -0.036
Br  4.057  -1.682  5.652  0.023
Br  8.240  1.485  1.703  0.015
Br  -6.239  -5.844  12.717  -0.006
Br  11.691  1.574  -5.979  -0.045
Br  10.757  3.927  3.400  -0.046
Br  4.689  -1.870  0.287  -0.029
Br  -5.262  -2.167  -1.443  0.048
Br  -8.428  1.785  1.334  -0.072
Br  3.982  4.838  -10.882  -0.040
Br  -8.537  3.385  -1.434  0.042
Br  -12.396  2.626  -1.710  0.026
Br  -0.439  4.116  -9.054  -0.008
Br  10.036  7.453  -9.835  -0.002
Br  3.904  -0.763  -2.621  -0.016
Br  11.615  7.589  -7.065  -0.043
Br  3.438  3.864  2.156  -0.027
Br  7.900  -0.521  -0.753  -0.009
Br  -13.457  -6.350  -2.065  -0.047
Br  3.760  1.477  0.047  0.014
Br  -11.012  4.395  -3.987  -0.016
Br  5.873  5.917  -4.634  -0.085
Br  -12.496  -3.528  -0.316  0.100
Br  -7.390  -3.503  10.874  0.006
Br  -10.299  -6.724  -1.777  0.003
Br  7.141  3.190  -5.723  0.142
O  0.552  -2.837  0.710  -0.554
O  -0.818  -1.734  2.073  -0.241
N  -6.190  -0.901  2.082  0.467
C  -7.947  1.791  -0.542  -0.281
C  1.619  -1.441  2.275  -0.012
C  -5.190  -2.936  1.982  -1.150
C  6.642  -3.067  9.082  -0.324
C  10.646  1.915  -4.394  0.229
C  5.454  4.155  -9.835  -0.334
C  -3.997  -1.943  2.080  1.114
C  -12.018  -7.603  -1.777  -0.329
C  -6.416  -2.110  1.755  -0.366
C  11.730  4.409  1.802  -0.331
C  -5.989  -4.807  11.113  -0.276
C  11.524  6.776  -8.812  -0.344
C  3.789  -2.243  -1.384  -0.081
C  -1.678  -2.882  2.140  -0.716
C  0.423  -2.070  1.595  0.466
C  2.709  3.003  0.593  -0.412
C  -2.887  -2.480  3.008  -0.725
C  -12.351  4.342  -2.597  -0.383
C  7.422  4.763  -4.648  0.138
C  7.316  1.130  0.048  0.690
C  0.030  4.005  -10.924  0.175
C  -3.343  -3.145  7.292  -0.242
C  -11.528  -2.036  0.416  -0.287
C  -3.729  -3.350  -1.483  -0.020
C  -4.790  -0.682  2.502  -1.367
C  3.964  0.163  5.099  -0.481
H  2.740  -2.382  -1.154  0.163
H  4.558  0.736  5.799  0.417
H  -7.348  -2.542  1.390  0.346
H  -11.248  -1.396  -0.411  0.237
H  -6.885  -0.147  2.047  0.014
H  2.752  3.723  -0.214  0.384
H  12.428  7.051  -9.339  0.353
H  7.308  -3.428  9.854  0.336
H  -4.694  -0.301  3.523  0.378
H  6.365  4.461  -10.332  0.365
H  -2.575  -1.767  3.773  0.300
H  6.271  1.011  0.287  -0.679
H  -4.441  0.132  1.850  0.368
H  10.236  2.913  -4.494  -0.169
H  -3.256  -3.384  3.508  0.414
H  -2.037  -3.124  1.128  0.042
H  7.578  4.431  -3.629  -0.192
H  -12.024  -8.290  -2.613  0.341
H  -3.197  -2.731  8.282  0.265
H  -6.865  1.777  -0.591  0.338
H  -13.312  4.476  -3.076  0.351
H  1.265  -0.932  3.182  -0.020
H  1.111  4.041  -10.985  -0.164
H  -5.072  -3.865  1.422  0.415
H  -6.045  -5.491  10.277  0.275
H  -3.600  -1.702  1.087  0.436
H  12.000  5.452  1.899  0.346
H  -1.156  -3.769  2.513  0.536
H  -5.327  -3.268  3.034  0.489
H  2.085  -0.751  1.562  -0.090
H  2.378  -2.192  2.505  0.292
H  -3.600  -3.736  -0.479  -0.064


A structure of composition C32H33FN7O2PbSe, computed with ωB97M-V/def2-TZVPD.

Kohn-Sham gap   6.2 eV
Energy relative to the best compared isomer or geometry (same formula, charge and spin)   0.00 kcal per mole
HOMO   -9.5 eV
E   -121552.866 eV
Total charge   +1

Last column: Mulliken charge in e.
Cartesian coordinates (Å):
Pb  0.028  0.124  -0.092  1.217
Se  -0.007  -6.296  4.856  0.303
F  -1.964  0.135  -1.807  -0.262
O  4.990  0.324  -0.701  -0.435
O  2.859  0.093  -0.009  -0.580
N  0.235  -4.567  5.121  -0.822
N  -1.674  1.553  0.522  0.412
N  -0.259  -6.132  3.116  -0.845
N  2.174  1.588  -2.354  -0.484
N  3.451  1.298  -1.906  -0.125
N  0.238  -0.712  2.231  0.313
N  -0.455  -2.362  0.134  0.052
C  -4.789  2.984  -0.947  -0.992
C  -1.710  2.988  4.499  -1.751
C  0.496  0.107  3.246  -0.308
C  0.536  -1.682  4.806  -0.854
C  3.675  0.529  -0.810  0.645
C  -2.577  1.979  4.108  -0.319
C  -2.745  1.806  -0.314  0.213
C  0.499  3.474  -0.013  -1.168
C  -0.154  -4.861  2.842  0.892
C  -2.592  1.509  2.801  1.036
C  -0.316  -4.306  1.506  0.291
C  -0.693  -3.133  -0.918  -0.255
C  -3.955  1.271  -2.387  -0.742
C  0.642  -0.337  4.555  -1.118
C  -1.715  2.085  1.842  -0.072
C  0.121  -3.990  3.955  1.063
C  -0.800  5.343  1.012  -1.541
C  -0.235  -2.922  1.336  -0.023
C  -0.724  -4.520  -0.843  -1.003
C  -4.919  2.229  -2.105  -0.583
C  -2.914  1.103  -1.509  0.397
C  -0.545  -5.109  0.387  -0.449
C  5.411  -0.489  0.407  -0.626
C  -5.031  0.953  2.537  -1.565
C  0.102  -2.036  2.466  -0.891
C  -0.028  4.046  1.302  0.010
C  -0.887  3.569  3.555  -0.609
C  -3.466  -0.808  3.356  -1.339
C  0.262  -2.555  3.750  0.720
C  -0.887  3.163  2.215  0.499
C  -3.730  2.783  -0.074  -0.547
C  -3.595  0.420  2.448  0.595
H  -0.891  -5.111  -1.732  0.427
H  -1.696  3.333  5.526  0.415
H  -5.744  0.166  2.277  0.457
H  -5.753  2.377  -2.778  0.411
H  1.185  4.201  -0.458  0.496
H  0.586  1.162  3.009  0.563
H  -1.662  5.131  0.372  0.324
H  2.016  2.587  -2.349  0.242
H  0.855  4.310  1.890  0.653
H  -3.711  -0.563  4.392  0.341
H  -0.576  -6.184  0.517  0.547
H  4.255  1.581  -2.437  0.231
H  -2.460  -1.219  3.335  0.172
H  -1.165  5.801  1.931  0.395
H  1.061  2.553  0.158  -0.109
H  -0.226  4.378  3.852  0.497
H  -5.255  1.289  3.554  0.322
H  0.646  -2.091  5.803  0.556
H  5.129  -1.525  0.237  0.282
H  -5.188  1.790  1.857  0.310
H  -3.258  1.550  4.837  0.361
H  2.042  1.229  -3.288  0.281
H  4.963  -0.137  1.332  0.267
H  -0.873  -2.620  -1.859  0.498
H  -0.160  6.065  0.499  0.440
H  -4.005  0.657  -3.278  0.480
H  -5.527  3.743  -0.717  0.443
H  0.841  0.374  5.345  0.537
H  -3.643  3.384  0.824  0.758
H  -0.305  3.276  -0.723  0.301
H  6.490  -0.396  0.442  0.233
H  -3.417  0.100  1.422  0.059
H  -4.160  -1.587  3.028  0.462


A structure of composition C37H31AsGdNO7P2S in a non-equilibrium geometry, computed with ωB97M-V/def2-TZVPD.

Multiplicity   8
Kohn-Sham gap (alpha / beta)   7.5 / 3.9 eV
Energy relative to the best compared isomer or geometry (same formula, charge and spin)   0.00 kcal per mole
HOMO (alpha / beta)   -7.6 / -7.5 eV
E   -165781.841 eV
Total charge   0
⟨S²⟩   16.04

Last column: Mulliken spin population.
Cartesian coordinates (Å):
Gd  -0.229  0.493  -0.211  6.503
As  1.671  2.647  -1.349  0.018
S  3.383  0.009  0.726  0.003
P  -0.526  -1.990  -2.047  0.085
P  -1.788  1.342  2.407  0.103
O  1.723  4.133  -2.211  0.000
O  1.878  -0.002  0.571  0.027
O  0.892  1.321  -2.073  0.042
O  -3.800  1.274  -1.279  0.000
O  3.787  0.617  2.007  0.002
O  3.980  -1.267  0.463  0.002
O  0.701  2.757  0.033  0.022
N  -2.300  -0.861  0.218  0.079
C  3.522  2.178  -1.237  -0.002
C  -0.347  -1.807  -3.865  0.004
C  0.926  -5.831  -2.289  0.000
C  -1.501  5.375  2.266  0.000
C  -3.513  -2.094  1.663  0.017
C  0.250  -3.597  -1.707  0.000
C  1.009  -0.767  -5.613  0.000
C  -3.293  0.325  2.290  -0.005
C  4.046  1.061  -0.545  0.002
C  -2.707  1.546  -1.146  0.018
C  1.749  -5.824  -1.154  0.001
C  4.313  2.924  -2.083  0.000
C  -3.295  -2.927  0.531  -0.009
C  -1.108  0.724  3.980  0.015
C  -0.535  -1.200  5.377  -0.003
C  -3.528  4.969  3.486  0.001
C  -2.169  3.106  2.655  0.001
C  -0.027  1.062  6.124  -0.002
C  0.827  -1.154  -4.275  0.003
C  0.020  -0.983  -6.559  0.002
C  1.836  -4.743  -0.305  0.001
C  -1.139  -1.666  -6.171  0.000
C  -1.283  -2.094  -4.841  0.002
C  -2.288  -2.357  -1.815  0.011
C  -2.562  -2.153  -0.304  0.003
C  6.198  1.585  -1.519  0.000
C  -0.570  1.569  4.920  0.008
C  -1.052  -0.689  4.189  0.002
C  -1.276  4.034  2.135  0.007
C  -0.098  -0.288  6.346  0.008
C  5.380  0.726  -0.795  -0.001
C  -2.649  5.871  2.866  0.001
C  5.678  2.685  -2.202  0.000
C  -3.287  3.590  3.348  0.003
C  -2.958  -0.874  1.430  0.004
C  1.118  -3.622  -0.609  0.000
C  0.208  -4.675  -2.588  0.001
H  -0.520  -4.696  -3.377  0.000
H  -4.153  -2.417  2.450  0.001
H  0.233  -0.692  7.304  0.000
H  0.119  -0.598  -7.587  0.000
H  -2.229  -2.580  -4.507  0.000
H  5.867  -0.172  -0.356  0.000
H  0.813  -6.737  -2.885  0.000
H  2.450  -4.732  0.602  0.000
H  -2.487  -3.401  -2.121  0.007
H  1.178  -2.772  0.061  0.006
H  7.227  1.272  -1.696  0.000
H  -0.544  2.639  4.735  0.001
H  -1.450  -1.344  3.385  0.001
H  6.331  3.310  -2.794  0.000
H  -0.542  -2.291  5.576  0.000
H  1.932  -0.287  -5.887  0.000
H  -0.779  6.066  1.852  0.000
H  -2.864  6.928  2.778  0.000
H  0.382  1.741  6.874  0.000
H  2.329  -6.723  -0.955  0.000
H  -3.800  -3.810  0.292  0.000
H  -1.923  -1.838  -6.851  0.000
H  -4.079  0.902  1.836  -0.001
H  -4.043  2.862  3.746  0.000
H  -3.588  -0.055  3.251  0.004
H  3.890  3.786  -2.620  0.000
H  -4.432  5.347  3.979  0.000
H  -2.844  -1.611  -2.389  0.000
H  1.633  -0.954  -3.578  0.002
H  0.995  4.713  -1.943  0.000
H  -0.374  3.686  1.587  0.001


An isolated molecule of C15H10Cl2N2O2S, computed with ωB97M-V/def2-TZVPD.

Kohn-Sham gap   8.2 eV
Energy relative to the best compared isomer or geometry (same formula, charge and spin)   0.00 kcal per mole
HOMO   -8.7 eV
E   -58671.541 eV
Total charge   0

Last column: natural (NBO) charge in e.
Cartesian coordinates (Å):
Cl  2.768  3.411  -1.501  0.028
Cl  4.111  -2.067  1.077  0.008
S  -0.222  -2.920  -1.330  0.327
O  -3.860  1.183  -0.533  -0.363
O  -2.183  -0.592  -1.805  -0.563
N  0.395  1.199  1.613  -0.336
N  1.630  -1.443  -0.348  -0.579
C  2.499  -0.363  -0.271  0.115
C  -1.937  -3.200  -0.826  -0.741
C  -4.592  1.810  0.384  0.135
C  -1.870  -0.168  -0.702  0.514
C  2.224  0.866  -0.865  -0.184
C  4.342  1.736  -0.100  -0.227
C  -4.033  1.685  1.624  -0.327
C  4.638  0.507  0.462  -0.200
C  -0.035  0.484  0.823  0.290
C  3.138  1.900  -0.768  -0.043
C  -0.547  -0.422  -0.122  -0.449
C  -2.790  0.646  0.097  0.133
C  3.728  -0.531  0.376  -0.056
C  -2.861  0.926  1.444  -0.224
C  0.286  -1.434  -0.557  0.197
H  1.306  1.010  -1.411  0.235
H  5.040  2.554  -0.026  0.234
H  -5.480  2.310  0.049  0.207
H  -2.608  -2.693  -1.515  0.258
H  5.574  0.355  0.974  0.235
H  -2.085  -4.275  -0.865  0.236
H  -2.173  0.624  2.206  0.244
H  2.081  -2.351  -0.312  0.428
H  -4.408  2.082  2.545  0.234
H  -2.076  -2.830  0.186  0.233